No. 1
A cluster of 2 separate species, C3H5BrClNO in total at a distorted geometry, computed with ωB97M-V with the def2-TZVPD basis set.

Geometry as ORCA input:
```
! wB97M-V def2-TZVPD RIJCOSX def2/J DEFGRID3
* xyz 0 1
C 2.18776 -0.06682 -0.10609
C -1.55527 -1.00572 0.27244
C -0.82572 -0.10531 -0.57268
N 2.24216 1.10191 0.14621
O 2.02339 -1.19497 -0.34944
Cl -3.31540 -1.29757 0.07771
Br -0.84880 1.75074 -0.08763
H -1.06745 -1.91504 0.02461
H -1.24094 -0.61875 1.36425
H -0.81366 -0.12312 -1.61078
H 0.31129 1.63071 0.72370
H 2.90264 1.84395 0.11771
*
```

The value obtained for the HOMO energy is -7.32 eV. The value obtained for the molar mass is 186.4 g mol⁻¹. Its gap between HOMO and LUMO is 7.545 eV.

---

No. 2
A structure of composition C35H46AlF4IN4O5SSi, computed with ωB97M-V with the def2-TZVPD basis set.

Geometry as ORCA input:
```
! wB97M-V def2-TZVPD RIJCOSX def2/J DEFGRID3
* xyz 0 1
Al -1.16658 -1.10240 0.68645
C -1.42055 -4.10926 -0.08649
N -2.19049 -2.84752 -0.15947
C -3.45922 -3.05728 0.57278
C -2.50552 -2.47132 -1.56524
C -2.15810 -1.00192 -1.84110
N -2.31344 -0.26481 -0.58086
C -3.05553 0.87947 -0.51379
C -3.50092 1.32418 0.75301
F -3.16875 0.56313 1.81753
C -4.22843 2.46849 0.95721
F -4.57351 2.80383 2.20637
C -4.60446 3.27409 -0.09986
C -4.20961 2.86301 -1.35265
F -4.54678 3.60001 -2.41851
C -3.45382 1.72390 -1.56768
F -3.07729 1.48414 -2.84046
H -2.01076 -4.93905 -0.48996
H -1.18511 -4.31689 0.95836
H -0.49326 -4.01510 -0.64156
H -4.05481 -3.83045 0.07628
H -4.02927 -2.12709 0.59790
H -3.24919 -3.37577 1.58753
H -3.57380 -2.61256 -1.72975
H -1.97097 -3.12110 -2.25971
H -2.81370 -0.64096 -2.62424
H -1.12965 -0.91166 -2.19220
H -5.17899 4.17818 0.04511
I -4.30590 1.84528 7.84517
C -3.55403 0.56328 6.36888
C -2.58276 1.03178 5.49798
C -2.08476 0.17837 4.52523
C -2.53761 -1.12968 4.42617
C -3.50460 -1.58391 5.31643
C -4.02230 -0.73984 6.28539
C -2.01877 -2.09337 3.39984
O -2.14251 -3.28733 3.57195
O -1.43371 -1.57118 2.34181
H -2.21817 2.04745 5.57290
H -1.32724 0.53002 3.84280
H -3.84067 -2.61016 5.24036
H -4.77926 -1.09264 6.97343
N 3.36289 0.54226 4.69953
C 2.56266 0.86551 3.93992
C 1.55623 1.27679 3.00054
C 1.23845 2.62111 2.82322
C 0.24486 2.94646 1.92414
C -0.40950 1.93008 1.24820
N -0.13024 0.64019 1.43744
C 0.85414 0.32095 2.28565
H 1.76960 3.38327 3.37756
H -0.03073 3.97596 1.74582
H -1.17871 2.15554 0.52288
H 1.07776 -0.73053 2.39947
C 4.15894 -0.76143 1.09318
C 4.11179 0.49185 0.22791
C 4.41829 1.73324 1.05354
C 5.11975 0.38803 -0.91554
O 2.77775 0.68275 -0.27878
Si 1.78137 -0.17240 -1.25270
S 0.80091 -1.75849 -0.24902
O 0.66141 0.89303 -1.79172
C 0.78349 2.05463 -2.64860
C 2.23550 2.43183 -2.94424
C 0.10966 3.20519 -1.91453
C 0.04392 1.74270 -3.93988
O 2.68542 -0.83265 -2.43560
C 2.60378 -1.88873 -3.39999
C 3.28232 -3.11870 -2.80884
C 3.35335 -1.39735 -4.63156
C 1.15824 -2.21526 -3.76920
H 5.16555 -0.91646 1.48442
H 3.86748 -1.63574 0.50620
H 3.47093 -0.67095 1.93662
H 5.46285 1.72643 1.37051
H 3.79071 1.77576 1.94490
H 4.23711 2.62869 0.45513
H 6.12652 0.28774 -0.50626
H 5.07991 1.28622 -1.53623
H 4.90190 -0.47351 -1.54334
H 2.74328 2.72879 -2.02342
H 2.26366 3.26715 -3.64545
H 2.77899 1.59142 -3.37606
H 0.59009 3.34782 -0.94377
H -0.95394 2.99657 -1.76351
H 0.20219 4.12897 -2.48929
H 0.56104 0.95680 -4.49639
H -0.00799 2.63392 -4.57015
H -0.97116 1.40359 -3.72652
H 4.33268 -2.91025 -2.59223
H 3.22538 -3.95369 -3.50994
H 2.78351 -3.39942 -1.87903
H 4.34539 -1.03832 -4.35221
H 2.80724 -0.57772 -5.10494
H 3.45928 -2.20746 -5.35554
H 0.65720 -2.70195 -2.93120
H 1.13550 -2.88399 -4.63140
H 0.61621 -1.30159 -4.02300
*
```

The value obtained for the HOMO energy is -8.09 eV. The value obtained for the molar mass is 892.8 g mol⁻¹. Its gap between HOMO and LUMO is 7.568 eV.

---

No. 3
The molecule C6H10, computed with ωB97M-V with the def2-TZVPD basis set.

Geometry as ORCA input:
```
! wB97M-V def2-TZVPD RIJCOSX def2/J DEFGRID3
* xyz 0 1
C -0.94962 0.44493 2.10520
C -0.91713 0.77502 0.67365
C -0.89953 1.30069 -0.47219
C 0.09909 -0.20364 -0.42249
C 1.54685 0.26135 -0.43698
C -0.35483 -0.84387 -1.73344
H 0.06963 0.35629 2.49943
H -1.44500 1.26229 2.63478
H -1.49032 -0.48499 2.31101
H -0.00099 -0.99291 0.33845
H 1.66572 1.08421 -1.14736
H 2.21220 -0.56127 -0.72600
H 1.85487 0.61989 0.55141
H -0.21151 -0.14859 -2.56315
H 0.23341 -1.75221 -1.91855
H -1.41283 -1.11718 -1.69380
*
```

The value obtained for the HOMO energy is -9.52 eV. The value obtained for the molar mass is 82.1 g mol⁻¹. Its gap between HOMO and LUMO is 10.430 eV.

---

No. 4
A structure of composition C18H27CoF6IN8O6S2Se, computed with ωB97M-V with the def2-TZVPD basis set.

Geometry as ORCA input:
```
! wB97M-V def2-TZVPD RIJCOSX def2/J DEFGRID3
* xyz 0 2
Co 2.31775 -1.03106 1.15594
F 1.35608 -6.37286 -0.57172
C 2.11734 -5.44974 0.00846
F 2.49455 -5.88319 1.20560
F 3.19217 -5.23757 -0.74125
S 1.14372 -3.89715 0.21450
O 2.09500 -3.02191 0.88241
O -0.03206 -4.30243 0.91138
N 0.82108 -3.48739 -1.26254
S 1.31863 -2.21344 -2.02483
O 0.38850 -1.86501 -3.05182
O 1.79577 -1.15798 -1.15411
C 2.83377 -2.73488 -2.93807
F 3.82021 -3.00038 -2.09451
F 2.58444 -3.80981 -3.67991
F 3.20939 -1.73414 -3.73953
N 3.01613 1.17224 -0.45107
N 3.59857 2.00507 0.49284
C 3.46901 1.70874 1.80515
N 4.15613 2.45768 2.66131
N 2.63901 0.70969 2.12937
N 2.56785 0.31775 3.45378
O 2.76852 1.09567 4.37422
O 2.24544 -0.84425 3.59500
H 3.67396 0.48202 -0.80323
H 2.57240 1.70335 -1.18548
H 4.44072 2.50826 0.24521
H 4.85931 3.08662 2.31626
H 4.06540 2.27726 3.64970
I 4.91671 -1.33597 0.97745
C -4.45224 0.39505 0.20855
C -4.51237 -1.05421 -0.27236
C -3.32938 -1.91735 0.18011
C -2.10140 -1.89316 -0.72130
N -1.49858 -0.56134 -0.83773
C -0.73104 0.03241 0.09272
Se -0.12916 -0.77878 1.66460
N -0.49765 1.30263 -0.30666
C 0.12994 2.36531 0.46818
C -0.90160 3.32613 1.05418
C -1.73194 2.72242 2.18483
C -0.93777 2.55807 3.47624
C -1.08614 1.50727 -1.54810
C -1.10097 2.61201 -2.39003
C -1.77695 2.47477 -3.58917
C -2.41363 1.27686 -3.93296
C -2.39635 0.18020 -3.09128
C -1.71929 0.31932 -1.88837
H -5.33186 0.95332 -0.11573
H -3.57555 0.92574 -0.16615
H -4.41853 0.43022 1.30014
H -4.60289 -1.08757 -1.36327
H -5.43145 -1.49943 0.11438
H -3.62944 -2.96584 0.24486
H -3.02763 -1.62909 1.19147
H -2.34277 -2.20533 -1.73653
H -1.35027 -2.57830 -0.33858
H 0.80496 2.90096 -0.20058
H 0.72443 1.89023 1.24143
H -1.54946 3.68289 0.24881
H -0.36393 4.20162 1.43245
H -2.13433 1.75460 1.87109
H -2.59660 3.36520 2.36593
H -0.12486 1.84016 3.35427
H -1.57137 2.18827 4.28312
H -0.51234 3.51313 3.79510
H -0.61262 3.53993 -2.12228
H -1.81354 3.30871 -4.27746
H -2.92397 1.20575 -4.88414
H -2.87496 -0.74799 -3.37031
*
```

The value obtained for the HOMO energy (spin up / spin down) is -8.20 / -7.54 eV. The value obtained for the molar mass is 894.4 g mol⁻¹. Its gap between HOMO and LUMO (spin up / spin down) is 7.082 / 7.088 eV.

---

No. 5
The ion C20H24NO2 with charge +1 at a distorted geometry, computed with ωB97M-V with the def2-TZVPD basis set.

Geometry as ORCA input:
```
! wB97M-V def2-TZVPD RIJCOSX def2/J DEFGRID3
* xyz 1 1
C -1.67422 0.99575 -3.42115
C -1.10939 0.03441 -4.30026
O 0.16929 0.21448 -4.98484
C 1.12861 -0.69330 -4.39235
O 2.03933 -1.24991 -5.05407
C 0.90270 -0.97054 -2.81216
C 0.23743 -2.27829 -2.29801
C 0.03579 -2.46682 -0.75471
N 0.43757 -1.45464 0.22658
C 0.25742 -1.70800 1.71480
C 1.68497 -2.21620 2.25563
C -0.98565 -2.66870 2.05559
C -0.63146 -4.22545 2.21989
C 1.06061 -0.20827 -0.23179
C 1.57477 0.94662 0.77719
C 0.64493 2.25607 0.60306
C 0.84978 3.23808 -0.62136
C -0.06446 4.48568 -0.80994
C -1.23761 4.84732 0.17005
C -1.42784 3.90805 1.40101
C -0.49537 2.64906 1.60202
C -0.80867 1.78180 2.93603
C 1.31420 0.09061 -1.76028
H -2.71136 0.78404 -2.96456
H -1.15365 1.95142 -3.07605
H -1.72103 -0.93101 -4.45410
H -0.06985 -3.07196 -3.05690
H -0.42884 -3.47416 -0.45047
H 0.04522 -0.70371 2.25170
H 1.62637 -2.84131 3.20753
H 2.16066 -2.83330 1.39639
H 2.42135 -1.33784 2.43059
H -1.80655 -2.54365 1.25014
H -1.45916 -2.27761 3.03719
H -1.55814 -4.71838 2.71444
H -0.46260 -4.79215 1.24036
H 0.24838 -4.45437 2.90979
H 2.61723 1.26520 0.38187
H 1.68074 0.60005 1.85744
H 1.68180 3.05070 -1.38184
H 0.08759 5.19819 -1.69703
H -1.92561 5.74371 0.01308
H -2.27592 4.13050 2.15341
H -0.95299 2.53533 3.80358
H 0.05921 1.10486 3.23801
H -1.81120 1.25067 2.80221
H 1.80563 1.05698 -2.12775
*
```

Its SMILES is C=COC(=O)c1cc[n+]([C@H](C)CC)c(Cc2ccccc2C)c1. The value obtained for the HOMO energy is -11.48 eV. The value obtained for the molar mass is 310.4 g mol⁻¹. Its gap between HOMO and LUMO is 6.898 eV.

---

No. 6
The molecule C7H14N2O4 at a distorted geometry, computed with ωB97M-V with the def2-TZVPD basis set.

Geometry as ORCA input:
```
! wB97M-V def2-TZVPD RIJCOSX def2/J DEFGRID3
* xyz 0 1
C -2.26379 -0.13593 0.52320
C -1.43070 2.18915 -0.39927
C 2.17706 -1.30480 0.68921
C 0.54786 -1.90142 -1.17884
C -1.15767 0.65719 -0.21502
C 0.73185 -1.13030 0.14302
C 0.30993 0.35793 0.17666
N 0.54739 0.99562 1.47252
N 1.10989 1.00396 -0.88929
O 0.25789 0.31539 2.46333
O 0.70417 2.19080 1.45749
O 0.67095 0.94841 -1.99199
O 2.19951 1.37381 -0.47048
H -3.26632 0.19241 0.25866
H -2.20223 -0.01484 1.58516
H -2.32101 -1.10850 0.22208
H -1.74174 2.63670 0.60102
H -2.31844 2.28972 -1.09616
H -0.57750 2.68903 -0.85729
H 2.76186 -1.13084 -0.21196
H 2.37574 -2.44094 1.00535
H 2.50775 -0.81791 1.61232
H -0.11967 -1.43879 -1.81784
H 0.24301 -2.93890 -0.88137
H 1.44742 -2.05632 -1.73867
H -1.21025 0.33439 -1.31509
H 0.01704 -1.75503 0.85327
*
```

Its SMILES is CC(C)C(C(C)C)([N+](=O)[O-])[N+](=O)[O-]. The value obtained for the HOMO energy is -11.11 eV. The value obtained for the molar mass is 190.2 g mol⁻¹. Its gap between HOMO and LUMO is 10.875 eV.